# 1
Density functional theory data (ωB97M-V with the def2-TZVPD basis set) for 2 unconnected molecules or ions with the total composition C2H4N2Se at a distorted geometry.

Atoms and positions in Å:
1 C 1.630 2.687 0.192
2 C -1.845 -2.266 -0.074
3 N 0.176 -0.974 -0.371
4 N -0.690 -1.644 -0.145
5 Se 2.049 1.035 0.482
6 H 0.797 3.197 0.640
7 H 1.985 3.275 -0.740
8 H -2.110 -2.451 0.905
9 H -1.994 -2.859 -0.890

Properties
Calculated total energy ... -2589.40495 Eh
Net charge ... 0
Frontier orbital gap ... 8.07 eV
Relative energy (zero: lowest compared OMol25 entry of this formula, charge and spin) ... 50.7 kcal/mol
Highest occupied orbital energy ... -8.408 eV

The molecule's Löwdin atomic charges, reported in e, are given here: atom 1 (C): -0.625, atom 2 (C): -0.022, atom 3 (N): 0.124, atom 4 (N): -0.176, atom 5 (Se): 0.666, atom 6 (H): -0.036, atom 7 (H): 0.018, atom 8 (H): 0.028, atom 9 (H): 0.024

# 2
Density functional theory data (ωB97M-V with the def2-TZVPD basis set) for 5 unconnected molecules or ions with the total composition C36H37BCl2F2N5O23P2 at a distorted geometry.

Atoms and positions in Å:
1 N 6.954 0.420 6.314
2 C 6.514 -0.246 5.347
3 C 6.092 0.451 4.057
4 C 4.988 -0.269 3.266
5 C 5.539 -1.671 2.928
6 O 6.724 -1.440 2.150
7 N 7.867 -2.014 2.846
8 O 8.745 -1.280 2.868
9 N 4.615 0.278 1.924
10 C 3.567 1.343 2.102
11 P 2.968 1.465 0.321
12 N 2.474 0.084 -0.226
13 P 4.557 2.964 2.405
14 O 6.025 2.501 1.848
15 Cl 3.926 4.365 0.992
16 C 2.607 0.873 3.257
17 C 1.382 0.087 2.793
18 C 0.267 0.913 2.173
19 C -0.869 0.055 1.616
20 Cl -0.324 -1.359 0.687
21 N 2.393 1.883 4.320
22 C 1.850 3.079 3.864
23 O 1.762 3.466 2.739
24 F 1.423 3.829 4.861
25 C 1.607 1.398 5.437
26 O 2.102 1.114 6.493
27 F 0.294 1.303 5.266
28 C 3.634 -0.117 4.025
29 B 3.159 -1.586 4.470
30 O 3.309 -1.923 5.766
31 O 2.609 -2.557 3.669
32 H 6.961 1.419 6.106
33 H 6.497 -1.322 5.479
34 H 6.952 0.676 3.435
35 H 5.707 1.423 4.359
36 H 5.840 -2.264 3.784
37 H 4.889 -2.265 2.287
38 H 5.320 0.394 1.186
39 H 4.029 -0.486 1.532
40 H 4.128 1.881 -0.373
41 H 2.003 2.472 0.193
42 H 1.517 0.189 -0.549
43 H 6.534 3.304 1.679
44 H 0.923 -0.419 3.641
45 H 1.750 -0.697 2.142
46 H 0.583 1.668 1.467
47 H -0.199 1.459 2.990
48 H -1.440 -0.315 2.458
49 H -1.524 0.688 1.036
50 H 3.956 0.315 4.964
51 H 3.230 -2.880 5.834
52 H 2.768 -2.416 2.735
53 C 1.830 -1.876 -4.914
54 C 1.277 -1.463 -3.771
55 C 0.594 -0.135 -3.654
56 O 0.098 0.165 -2.577
57 C 0.561 0.727 -4.817
58 C 1.115 0.319 -5.967
59 C 1.778 -1.024 -6.092
60 O 2.246 -1.338 -7.168
61 O 1.116 1.065 -7.060
62 O 1.293 -2.200 -2.662
63 H 2.323 -2.833 -5.009
64 H 0.080 1.690 -4.716
65 H 1.573 0.540 -7.744
66 H 0.823 -1.663 -2.000
67 C -0.356 5.702 0.868
68 C -0.500 6.997 0.551
69 C -1.518 7.455 -0.456
70 O -1.607 8.643 -0.682
71 C -2.339 6.446 -1.111
72 C -2.190 5.154 -0.795
73 C -1.192 4.702 0.230
74 O -1.117 3.511 0.486
75 O -2.912 4.194 -1.365
76 O 0.236 7.949 1.099
77 H 0.371 5.360 1.592
78 H -3.056 6.783 -1.845
79 H -2.615 3.358 -0.965
80 H -0.069 8.787 0.702
81 C -3.098 -3.490 -5.601
82 C -4.118 -4.332 -5.387
83 C -4.494 -4.782 -4.005
84 O -5.440 -5.532 -3.868
85 C -3.700 -4.298 -2.886
86 C -2.680 -3.460 -3.100
87 C -2.320 -2.990 -4.482
88 O -1.391 -2.211 -4.614
89 O -1.929 -2.989 -2.108
90 O -4.856 -4.819 -6.373
91 H -2.820 -3.158 -6.591
92 H -3.970 -4.640 -1.897
93 H -1.267 -2.410 -2.526
94 H -5.521 -5.396 -5.954
95 C -8.363 -3.886 -2.767
96 C -7.973 -2.648 -2.451
97 C -8.827 -1.733 -1.627
98 O -8.398 -0.626 -1.362
99 C -10.128 -2.217 -1.191
100 C -10.524 -3.457 -1.511
101 C -9.655 -4.383 -2.315
102 O -10.064 -5.500 -2.554
103 O -11.700 -3.947 -1.142
104 O -6.802 -2.152 -2.850
105 H -7.747 -4.547 -3.361
106 H -10.744 -1.545 -0.612
107 H -11.736 -4.855 -1.497
108 H -6.763 -1.246 -2.493

Properties
Calculated total energy ... -5225.73958 Eh
Net charge ... +1
Frontier orbital gap ... 7.39 eV
Highest occupied orbital energy ... -10.786 eV

Results of the Löwdin charge analysis, in e, for atoms 1 through 99: atom 1 (N): 0.141, atom 2 (C): -0.210, atom 3 (C): -0.111, atom 4 (C): -0.322, atom 5 (C): -0.124, atom 6 (O): -0.119, atom 7 (N): 0.024, atom 8 (O): 0.143, atom 9 (N): 0.078, atom 10 (C): -0.506, atom 11 (P): 0.750, atom 12 (N): -0.246, atom 13 (P): 0.667, atom 14 (O): -0.329, atom 15 (Cl): 0.300, atom 16 (C): -0.276, atom 17 (C): -0.161, atom 18 (C): -0.250, atom 19 (C): -0.517, atom 20 (Cl): 0.660, atom 21 (N): 0.123, atom 22 (C): -0.536, atom 23 (O): 0.066, atom 24 (F): 0.201, atom 25 (C): -0.429, atom 26 (O): 0.239, atom 27 (F): 0.184, atom 28 (C): -0.008, atom 29 (B): -0.685, atom 30 (O): 0.223, atom 31 (O): 0.192, atom 32 (H): 0.066, atom 33 (H): 0.113, atom 34 (H): 0.111, atom 35 (H): 0.097, atom 36 (H): 0.126, atom 37 (H): 0.137, atom 38 (H): 0.172, atom 39 (H): 0.143, atom 40 (H): 0.020, atom 41 (H): 0.019, atom 42 (H): -0.059, atom 43 (H): 0.074, atom 44 (H): 0.136, atom 45 (H): 0.067, atom 46 (H): 0.054, atom 47 (H): 0.112, atom 48 (H): 0.080, atom 49 (H): 0.074, atom 50 (H): 0.131, atom 51 (H): 0.131, atom 52 (H): 0.091, atom 53 (C): 0.076, atom 54 (C): -0.265, atom 55 (C): -0.330, atom 56 (O): 0.060, atom 57 (C): 0.075, atom 58 (C): -0.231, atom 59 (C): -0.308, atom 60 (O): 0.122, atom 61 (O): 0.128, atom 62 (O): 0.095, atom 63 (H): 0.140, atom 64 (H): 0.136, atom 65 (H): 0.125, atom 66 (H): 0.058, atom 67 (C): 0.071, atom 68 (C): -0.232, atom 69 (C): -0.310, atom 70 (O): 0.128, atom 71 (C): 0.084, atom 72 (C): -0.236, atom 73 (C): -0.307, atom 74 (O): 0.081, atom 75 (O): 0.122, atom 76 (O): 0.128, atom 77 (H): 0.114, atom 78 (H): 0.141, atom 79 (H): 0.116, atom 80 (H): 0.127, atom 81 (C): 0.081, atom 82 (C): -0.232, atom 83 (C): -0.311, atom 84 (O): 0.107, atom 85 (C): 0.080, atom 86 (C): -0.225, atom 87 (C): -0.288, atom 88 (O): 0.112, atom 89 (O): 0.097, atom 90 (O): 0.129, atom 91 (H): 0.138, atom 92 (H): 0.140, atom 93 (H): 0.085, atom 94 (H): 0.125, atom 95 (C): 0.079, atom 96 (C): -0.237, atom 97 (C): -0.318, atom 98 (O): 0.105, atom 99 (C): 0.075

# 3
Density functional theory data (ωB97M-V with the def2-TZVPD basis set) for 6 unconnected molecules or ions with the total composition C21H27ClF6NO16P at a distorted geometry.

Atoms and positions in Å:
1 C 1.659 -3.166 -3.915
2 C 0.035 -2.884 -3.797
3 C -0.325 -1.284 -4.066
4 F 0.601 -0.639 -5.035
5 P -2.161 -1.211 -4.691
6 Cl -2.882 0.654 -3.969
7 N -3.092 -2.545 -3.989
8 C -3.437 -3.640 -4.959
9 C -4.235 -2.105 -3.115
10 C -5.826 -2.018 -3.534
11 O -3.963 -1.759 -1.824
12 H 1.819 -4.324 -3.815
13 H 2.300 -2.586 -3.107
14 H 2.105 -2.843 -4.973
15 H -0.482 -3.518 -4.636
16 H -0.390 -3.259 -2.768
17 H -0.304 -0.752 -3.003
18 H -2.439 -4.024 -5.487
19 H -3.907 -4.531 -4.320
20 H -4.211 -3.360 -5.794
21 H -6.268 -0.933 -3.510
22 H -6.046 -2.532 -4.579
23 H -6.403 -2.669 -2.721
24 O 1.447 -4.273 -0.954
25 C 1.637 -3.183 -0.441
26 O 2.119 -3.005 0.827
27 C 2.317 -1.614 0.987
28 C 1.386 -1.037 -0.024
29 F 1.871 0.125 -0.518
30 O 1.388 -1.994 -1.059
31 H 3.366 -1.371 0.785
32 H 2.074 -1.299 2.005
33 H 0.364 -0.890 0.339
34 O 2.493 0.459 2.276
35 C 3.672 0.729 2.429
36 O 4.698 -0.142 2.179
37 C 5.894 0.590 2.350
38 C 5.468 1.699 3.251
39 F 6.181 2.821 3.004
40 O 4.130 1.932 2.877
41 H 6.245 0.947 1.376
42 H 6.674 -0.032 2.797
43 H 5.516 1.455 4.317
44 O 7.147 0.399 5.898
45 C 7.337 1.489 6.410
46 O 7.819 1.667 7.678
47 C 8.017 3.058 7.838
48 C 7.086 3.635 6.827
49 F 7.571 4.797 6.334
50 O 7.088 2.678 5.793
51 H 9.066 3.301 7.636
52 H 7.774 3.374 8.856
53 H 6.064 3.782 7.191
54 O -5.501 6.242 -2.307
55 C -4.494 5.574 -2.139
56 O -3.358 5.696 -2.892
57 C -2.393 4.850 -2.299
58 C -3.236 3.861 -1.569
59 F -2.611 3.428 -0.451
60 O -4.366 4.611 -1.184
61 H -1.756 5.439 -1.631
62 H -1.764 4.380 -3.060
63 H -3.551 3.005 -2.176
64 O -8.388 -2.470 2.271
65 C -7.452 -1.838 1.811
66 O -7.586 -0.795 0.937
67 C -6.291 -0.258 0.754
68 C -5.411 -1.408 1.108
69 F -4.252 -0.978 1.655
70 O -6.144 -2.090 2.100
71 H -6.156 0.600 1.421
72 H -6.147 0.074 -0.278
73 H -5.201 -2.086 0.274

Properties
Calculated total energy ... -3475.65306 Eh
Net charge ... 0
Frontier orbital gap ... 8.85 eV
Highest occupied orbital energy ... -8.983 eV
SMILES string ... CC[C@@H](F)P(Cl)N(C)C(C)=O.O=C1OC[C@@H](F)O1.O=C1OC[C@@H](F)O1.O=C1OC[C@@H](F)O1.O=C1OC[C@@H](F)O1.O=C1OC[C@@H](F)O1

The molecule's Löwdin atomic charges, reported in e, are given here: atom 1 (C): -0.127, atom 2 (C): -0.223, atom 3 (C): -0.431, atom 4 (F): -0.129, atom 5 (P): 0.701, atom 6 (Cl): 0.178, atom 7 (N): -0.369, atom 8 (C): -0.167, atom 9 (C): -0.371, atom 10 (C): -0.035, atom 11 (O): -0.099, atom 12 (H): 0.085, atom 13 (H): 0.081, atom 14 (H): 0.090, atom 15 (H): 0.081, atom 16 (H): 0.120, atom 17 (H): 0.119, atom 18 (H): 0.094, atom 19 (H): 0.123, atom 20 (H): 0.089, atom 21 (H): 0.099, atom 22 (H): 0.080, atom 23 (H): 0.105, atom 24 (O): 0.131, atom 25 (C): -0.502, atom 26 (O): 0.088, atom 27 (C): -0.100, atom 28 (C): -0.315, atom 29 (F): 0.081, atom 30 (O): 0.088, atom 31 (H): 0.140, atom 32 (H): 0.128, atom 33 (H): 0.185, atom 34 (O): 0.114, atom 35 (C): -0.462, atom 36 (O): 0.066, atom 37 (C): -0.055, atom 38 (C): -0.331, atom 39 (F): 0.086, atom 40 (O): 0.160, atom 41 (H): 0.153, atom 42 (H): 0.149, atom 43 (H): 0.152, atom 44 (O): 0.143, atom 45 (C): -0.494, atom 46 (O): 0.084, atom 47 (C): -0.071, atom 48 (C): -0.323, atom 49 (F): 0.087, atom 50 (O): 0.121, atom 51 (H): 0.152, atom 52 (H): 0.148, atom 53 (H): 0.181, atom 54 (O): 0.146, atom 55 (C): -0.501, atom 56 (O): 0.075, atom 57 (C): -0.075, atom 58 (C): -0.339, atom 59 (F): 0.081, atom 60 (O): 0.141, atom 61 (H): 0.150, atom 62 (H): 0.145, atom 63 (H): 0.143, atom 64 (O): 0.141, atom 65 (C): -0.504, atom 66 (O): 0.072, atom 67 (C): -0.075, atom 68 (C): -0.340, atom 69 (F): 0.080, atom 70 (O): 0.141, atom 71 (H): 0.149, atom 72 (H): 0.140, atom 73 (H): 0.153

# 4
Density functional theory data (ωB97M-V with the def2-TZVPD basis set) for 2 unconnected molecules or ions with the total composition C6H16O4 at a distorted geometry.

Atoms and positions in Å:
1 O -3.036 -3.518 1.685
2 C -1.721 -2.954 1.618
3 C -1.140 -3.296 0.215
4 C -0.158 -2.221 -0.324
5 O 0.161 -2.550 -1.668
6 H -3.299 -3.565 2.628
7 H -1.737 -1.899 1.952
8 H -1.181 -3.542 2.385
9 H -0.658 -4.283 0.073
10 H -2.007 -3.244 -0.471
11 H -0.533 -1.180 -0.331
12 H 0.804 -2.229 0.223
13 H 0.851 -1.900 -1.917
14 O 1.724 4.814 -1.784
15 C 1.885 3.710 -0.907
16 C 0.570 2.921 -0.792
17 C 0.681 1.799 0.254
18 O -0.582 1.171 0.336
19 H 2.631 5.150 -1.939
20 H 2.607 2.921 -1.196
21 H 2.219 4.134 0.060
22 H -0.253 3.613 -0.528
23 H 0.334 2.477 -1.778
24 H 1.455 1.085 -0.086
25 H 0.948 2.122 1.279
26 H -0.568 0.463 1.014

Properties
Calculated total energy ... -539.10245 Eh
Net charge ... 0
Frontier orbital gap ... 10.79 eV
Relative energy (zero: lowest compared OMol25 entry of this formula, charge and spin) ... 53.0 kcal/mol
Highest occupied orbital energy ... -10.150 eV
SMILES string ... OCCCO.OCCCO

The molecule's Löwdin atomic charges, reported in e, are given here: atom 1 (O): -0.101, atom 2 (C): -0.256, atom 3 (C): -0.135, atom 4 (C): -0.289, atom 5 (O): -0.088, atom 6 (H): 0.094, atom 7 (H): 0.113, atom 8 (H): 0.113, atom 9 (H): 0.125, atom 10 (H): 0.121, atom 11 (H): 0.099, atom 12 (H): 0.119, atom 13 (H): 0.095, atom 14 (O): -0.074, atom 15 (C): -0.296, atom 16 (C): -0.166, atom 17 (C): -0.284, atom 18 (O): -0.099, atom 19 (H): 0.098, atom 20 (H): 0.117, atom 21 (H): 0.121, atom 22 (H): 0.125, atom 23 (H): 0.128, atom 24 (H): 0.115, atom 25 (H): 0.124, atom 26 (H): 0.081

Which of these has the highest net charge? C36H37BCl2F2N5O23P2